Computed, not measured: a structure of composition C6H43HgO17V, with ωB97M-V/def2-TZVPD.

Results
Orbital gap (alpha / beta) in Ha: 0.2228 / 0.2558
Spin multiplicity: 4
Total charge: +1
Expectation value of S²: 3.754
HOMO level (alpha / beta) in eV: -10.0 / -10.9

```
68
Properties=species:S:1:pos:R:3:lowdin_spin:R:1
Hg 1.8561 -1.9963 1.4489 0.00
V -0.4814 -0.0601 -0.2800 2.82
C 4.6333 1.6842 2.5853 0.00
C 4.0119 0.6387 1.5697 0.00
O 2.7140 0.2578 1.9072 0.01
H 5.5738 2.1437 2.2811 0.00
H 4.8537 1.2010 3.5373 0.00
H 3.9752 2.5355 2.7590 0.00
H 4.5981 -0.2764 1.4857 0.00
H 3.9867 1.0957 0.5804 0.00
C -2.0086 -2.6080 3.0274 0.00
C -1.3880 -1.2205 2.8262 0.00
O -0.4470 -1.0837 1.7878 0.03
H -2.2723 -2.9622 2.0309 0.00
H -2.8923 -2.5373 3.6616 0.00
H -1.3269 -3.3058 3.5137 0.00
H -1.0246 -0.8168 3.7712 0.00
H -2.2170 -0.5560 2.5828 0.00
C 1.6192 -2.9990 -2.7874 0.00
C 2.1241 -1.7981 -1.9052 0.00
O 1.2680 -1.4536 -0.8434 0.02
H 1.3852 -3.8622 -2.1644 0.00
H 2.3780 -3.2879 -3.5147 0.00
H 0.7044 -2.7933 -3.3433 0.00
H 2.1138 -0.9044 -2.5292 0.00
H 3.1376 -1.9558 -1.5363 0.00
O 1.2252 -4.2519 0.9682 0.00
H 1.6593 -4.8613 0.3711 0.00
H 0.6228 -4.7984 1.4728 0.00
O -2.0907 3.7132 -1.6963 0.00
H -1.9528 4.6475 -1.5405 0.00
H -1.6145 3.5322 -2.5067 0.00
O -3.4663 -1.2529 -3.3476 0.00
H -4.4213 -1.2816 -3.4055 0.00
H -3.1670 -1.3958 -4.2456 0.00
O -0.6569 0.8059 -2.2773 0.02
H -0.0097 0.7236 -2.9777 0.00
H -1.4168 1.2074 -2.6987 0.00
O -1.2386 3.6877 3.4604 0.00
H -0.4377 3.1798 3.3306 0.00
H -1.0723 4.5169 3.0119 0.00
O 0.4356 4.6864 0.3099 0.00
H 0.3506 5.5435 0.7274 0.00
H -0.0509 4.7696 -0.5102 0.00
O -2.3504 1.1336 -0.1652 0.02
H -2.5335 2.0728 -0.1894 0.00
H -3.1701 0.7368 0.1294 0.00
O 2.9328 1.9352 -2.1441 0.00
H 2.5597 2.8158 -2.1049 0.00
H 2.3563 1.4056 -1.5933 0.00
O 0.6855 0.7750 -4.7966 0.00
H 0.1599 0.5309 -5.5585 0.00
H 1.2913 1.4390 -5.1257 0.00
O -4.7609 -1.5284 2.1537 0.00
H -5.3732 -0.8227 1.9455 0.00
H -3.9029 -1.1045 2.1706 0.00
O -2.4100 -4.3347 -0.6820 0.00
H -2.3880 -5.2914 -0.7056 0.00
H -3.1381 -4.1258 -0.0968 0.00
O 1.2265 2.4260 2.9569 0.00
H 1.7756 1.7077 2.6425 0.00
H 1.8364 3.1501 3.0982 0.00
O 0.5370 1.7846 -0.0758 0.03
H 1.1414 1.7355 0.6648 0.00
H 0.1145 2.6387 0.0154 0.00
O -1.9239 -1.4757 -0.9342 0.02
H -2.3300 -1.4509 -1.8006 0.00
H -1.9089 -2.4043 -0.7027 0.00
```

Computed, not measured: the molecule C5H8O2, with ωB97M-V/def2-TZVPD.

Results
Orbital gap in Ha: 0.3988
ΔE to the lowest compared entry with this formula, charge and spin in kcal per mole: 55.8
SMILES: C[C@@H]1[C@H](O)[C@@H]2O[C@H]12
HOMO level in eV: -9.8

```
15
Properties=species:S:1:pos:R:3:lowdin_charge:R:1
C -1.0298 -0.0199 1.5068 -0.04
C -0.3228 -0.5691 0.2705 -0.24
C 1.1844 -0.2247 -0.0744 -0.27
O 1.6969 0.9243 0.5296 -0.01
C 0.7198 0.0081 -1.5318 -0.15
O -0.0803 1.1874 -1.4061 -0.01
C -0.6845 -0.0773 -1.1251 -0.20
H -2.0647 0.2354 1.2435 0.08
H -0.5388 0.8784 1.9016 0.08
H -1.0630 -0.7701 2.3078 0.08
H -0.4315 -1.6604 0.2272 0.14
H 1.8987 -1.0368 0.0887 0.15
H 1.1080 1.6408 0.2372 0.10
H 1.1923 -0.2189 -2.4875 0.15
H -1.5846 -0.2972 -1.6881 0.15
```

Computed, not measured: a structure of composition C41H36Cl3GaINO2P, with ωB97M-V/def2-TZVPD.

Results
Orbital gap in Ha: 0.2674
Total charge: +1
ΔE to the lowest compared entry with this formula, charge and spin in kcal per mole: 12.6
HOMO level in eV: -10.2

```
86
Properties=species:S:1:pos:R:3:lowdin_charge:R:1
Ga -0.7238 0.0813 -1.0301 0.40
I -0.5249 -2.8993 1.2138 1.14
C 0.0375 -1.5189 2.6860 -0.58
C -0.6743 -1.6029 3.8480 -0.16
C -0.2699 -0.8982 4.9966 -0.06
C 0.8914 -0.1956 4.9707 -0.02
C 1.6641 -0.1119 3.7866 -0.16
C 2.9358 0.5046 3.8498 -0.01
C 3.7558 0.5297 2.7665 -0.04
C 3.2639 0.0702 1.5357 -0.08
C 2.0047 -0.4738 1.3958 -0.30
P 1.5165 -0.6467 -0.3556 1.05
C 2.4650 0.6743 -1.1903 -0.37
C 3.2742 0.4418 -2.2959 -0.07
C 3.9161 1.5021 -2.9276 -0.05
C 3.7641 2.7920 -2.4508 -0.05
C 2.9715 3.0284 -1.3316 -0.06
C 2.3229 1.9798 -0.7087 -0.11
C 2.1927 -2.2130 -0.9738 -0.39
C 2.1046 -2.5552 -2.3233 -0.16
C 2.7010 -3.7154 -2.7916 -0.07
C 3.3721 -4.5537 -1.9138 -0.05
C 3.4520 -4.2259 -0.5681 -0.05
C 2.8721 -3.0578 -0.0986 -0.10
C 1.2057 -0.7006 2.5705 -0.19
H -1.5416 -2.2464 3.8981 0.09
H -0.8615 -0.9652 5.8996 0.12
H 1.2641 0.2933 5.8620 0.12
H 3.2557 0.9215 4.7970 0.13
H 4.7524 0.9443 2.8242 0.12
H 3.8909 0.2034 0.6651 0.11
H 3.4323 -0.5601 -2.6686 0.10
H 4.5437 1.3080 -3.7871 0.11
H 4.2653 3.6152 -2.9428 0.12
H 2.8500 4.0333 -0.9496 0.11
H 1.6999 2.1818 0.1546 0.11
H 1.5787 -1.9182 -3.0197 0.05
H 2.6335 -3.9666 -3.8418 0.12
H 3.8322 -5.4625 -2.2779 0.12
H 3.9704 -4.8783 0.1214 0.12
H 2.9473 -2.8086 0.9514 0.10
Cl 1.0614 4.1464 -6.6644 0.70
C 0.6174 3.4548 -5.1429 -0.67
C 0.4622 2.0848 -5.0371 -0.11
C 0.1145 1.5782 -3.8006 -0.49
Cl -0.1289 -0.1465 -3.6027 0.87
C -0.0937 2.3499 -2.6636 -0.43
O -0.3985 1.8335 -1.4883 -0.17
C 0.0653 3.7318 -2.8273 -0.58
Cl -0.1760 4.7496 -1.4544 0.76
C 0.4163 4.2805 -4.0455 -0.11
H 0.6058 1.4385 -5.8907 0.12
H 0.5328 5.3508 -4.1393 0.12
O -0.4033 -5.2025 -1.8412 0.07
C -0.6274 -4.1169 -2.0244 -0.02
C -4.2757 -0.3313 4.2685 -0.03
C -3.3101 0.2109 3.2490 -0.27
C -2.3974 1.2016 3.5939 -0.02
C -1.5072 1.6955 2.6531 -0.25
C -0.5229 2.7816 2.9957 -0.02
C -1.5615 1.2015 1.3554 -0.02
C -2.4604 0.1935 0.9739 -0.29
C -3.3239 -0.3012 1.9562 -0.01
N -2.4077 -0.2535 -0.3603 -0.04
C -3.5388 -0.9066 -1.0606 -0.60
C -4.8031 -0.0523 -0.9092 -0.02
C -3.7916 -2.3584 -0.6364 -0.05
C -3.1748 -0.9407 -2.5392 -0.09
H -4.1378 0.1451 5.2379 0.08
H -4.1500 -1.4087 4.3968 0.08
H -5.3071 -0.1631 3.9547 0.09
H -2.3877 1.5944 4.6041 0.12
H -0.5737 3.0429 4.0517 0.08
H -0.7146 3.6842 2.4124 0.09
H 0.4973 2.4573 2.7775 0.07
H -0.9701 1.7289 0.6089 0.09
H -4.0362 -1.0772 1.7289 0.10
H -5.1953 -0.0547 0.1046 0.08
H -5.5836 -0.4353 -1.5678 0.09
H -4.5908 0.9810 -1.1874 0.10
H -3.9150 -2.4864 0.4343 0.06
H -2.9587 -2.9897 -0.9510 0.03
H -4.6945 -2.7246 -1.1280 0.10
H -3.0303 0.0661 -2.9379 0.08
H -3.9612 -1.4269 -3.1159 0.10
H -2.2672 -1.5371 -2.6875 0.03
```

Computed, not measured: a structure of composition C5H7FS2, with ωB97M-V/def2-TZVPD.

Results
Orbital gap in Ha: 0.3587
ΔE to the lowest compared entry with this formula, charge and spin in kcal per mole: 26.6
HOMO level in eV: -9.1

```
15
Properties=species:S:1:pos:R:3:lowdin_charge:R:1
C 0.5463 0.4276 0.9205 -0.66
C -0.9691 0.2636 0.6227 -0.55
C -1.0712 -0.7692 -0.5056 -0.14
C 0.1341 -0.3229 -1.4163 -0.37
C 0.5707 0.8822 -0.6218 -0.46
H 1.5646 -0.4297 2.8786 -0.18
H 0.7062 1.4433 1.4638 0.10
H -1.5752 0.0670 1.4809 0.11
H -2.0416 -0.9031 -0.9438 0.10
H -0.7913 -1.8071 -0.2741 0.12
H -0.0508 0.1214 -2.3699 0.13
H 1.3280 1.4259 -1.0833 0.09
F 1.0174 -1.3298 -1.6285 0.02
S 1.5352 -0.9430 1.6738 0.74
S -0.9033 1.8738 -0.1968 0.96
```

Computed, not measured: a structure of composition C21H22N10PtS3, with ωB97M-V/def2-TZVPD.

Results
Orbital gap (alpha / beta) in Ha: 0.1267 / 0.1264
Total charge: +2
ΔE to the lowest compared entry with this formula, charge and spin in kcal per mole: 113.7
HOMO level (alpha / beta) in eV: -13.3 / -13.3

```
57
Properties=species:S:1:pos:R:3:lowdin_charge:R:1
Pt -0.5095 -0.3297 0.0978 0.88
S 1.2714 -0.7423 -3.8716 0.98
C 1.0972 0.9537 -3.7246 -0.67
C 1.9389 1.9241 -4.2684 0.00
C 1.6231 3.2598 -4.0716 -0.14
C 2.5040 4.2706 -4.5287 -0.15
N 3.2525 5.0637 -4.8725 0.24
C 0.4367 3.6246 -3.3804 -0.15
C -0.3941 2.6537 -2.8251 -0.01
C -0.0414 1.3214 -2.9595 -0.65
S -0.9265 -0.0650 -2.3869 0.82
C 0.0766 4.9874 -3.2511 -0.16
N -0.2571 6.0765 -3.1364 0.23
H 2.8190 1.6462 -4.8304 0.14
H -1.2904 2.9532 -2.3014 0.12
N -0.7313 0.3122 4.4636 0.08
C -0.2149 -0.4410 3.4836 -0.12
N -0.6827 -0.0101 2.3316 0.00
C -1.5176 1.0167 2.6642 -0.30
N -1.5461 1.2278 3.9600 0.16
C -2.3273 1.6560 1.6529 -0.17
C -3.2452 2.6715 1.9527 -0.01
N -4.0398 3.1491 1.0258 0.14
C -3.9613 2.6586 -0.1938 -0.05
C -3.0449 1.6547 -0.5117 -0.11
N -2.2248 1.1651 0.4085 0.00
H -0.5898 0.2671 5.4639 0.19
H 0.4445 -1.2741 3.6181 0.13
H -3.3428 3.0670 2.9534 0.14
H -4.6493 3.0539 -0.9272 0.13
H -2.9982 1.2412 -1.5109 0.08
C 3.8058 1.3770 3.5896 -0.10
N 3.7006 -0.0303 3.9112 -0.21
C 3.9120 -0.3423 5.3132 -0.04
C 3.2859 -0.9004 2.9896 -0.73
S 2.5336 -0.2615 1.5643 0.61
N 3.4527 -2.2218 3.1155 -0.20
C 4.5515 -2.8443 3.8345 -0.03
C 2.7133 -3.1714 2.3132 -0.09
H 4.6154 1.8165 4.1658 0.10
H 2.8825 1.9096 3.8254 0.09
H 4.0240 1.5044 2.5316 0.05
H 3.4490 0.4462 5.9097 0.10
H 4.9731 -0.3679 5.5684 0.10
H 3.4528 -1.2902 5.5801 0.09
H 5.3184 -2.1189 4.0827 0.09
H 4.9922 -3.5977 3.1785 0.10
H 4.2063 -3.3500 4.7378 0.10
H 1.8771 -2.6937 1.8083 0.02
H 2.3333 -3.9643 2.9594 0.10
H 3.3686 -3.6289 1.5687 0.09
C 2.8444 -2.7851 -1.4940 -0.03
C 1.6274 -2.3415 -0.9166 -0.26
N 0.6490 -1.9729 -0.4282 -0.01
H 3.6790 -2.4322 -0.8850 0.11
H 2.9357 -2.3705 -2.5004 0.05
H 2.8659 -3.8742 -1.5571 0.12
```

Computed, not measured: the molecule C3H8ClO2PS, with ωB97M-V/def2-TZVPD.

Results
Orbital gap in Ha: 0.3651
ΔE to the lowest compared entry with this formula, charge and spin in kcal per mole: 0.0
SMILES: CC(C)O[P@](O)(=S)Cl
HOMO level in eV: -9.5

```
16
Properties=species:S:1:pos:R:3:lowdin_charge:R:1
C -0.1760 -1.6004 1.0140 -0.04
C -0.4013 -0.0807 0.6175 -0.47
C 0.8287 0.7165 0.3248 -0.05
O -1.2930 -0.1345 -0.5200 -0.37
P -2.8193 0.2776 -0.3658 -0.17
O -3.2424 0.3424 -1.9176 -0.21
S -3.1335 1.8299 0.6713 0.33
Cl -3.4776 -1.5028 0.4176 0.35
H -0.5406 -1.9855 1.9433 0.07
H -0.6363 -2.1903 0.2142 0.07
H 0.8483 -1.6936 0.9208 0.04
H -1.0399 0.3517 1.4051 0.08
H 1.4750 0.2847 -0.4335 0.08
H 1.3970 0.6218 1.1987 0.06
H 0.5450 1.8505 0.1029 0.14
H -2.9282 -0.2161 -2.6158 0.07
```

For reference, molar mass by record: 638.927; 100.117; 908.704; 150.243; 705.756; 174.589 g/mol.